C54H48BHfN8OP2 | ωB97M-V/def2-TZVPD

Each line ends with the Mulliken charge.
Cartesian coordinates (Å):
1 Hf -0.539 -0.161 1.042  0.1447
2 O 1.168 -3.165 3.618  -0.6899
3 C 0.668 -2.141 3.192  0.5118
4 N 0.473 -1.816 1.886  0.8130
5 C 0.771 -2.893 0.965  -0.5205
6 C -0.495 -3.394 0.341  0.5223
7 C -0.661 -4.737 0.038  -0.9958
8 C -1.788 -5.142 -0.652  -0.7155
9 C -2.723 -4.181 -1.004  -1.7902
10 C -2.508 -2.875 -0.613  -0.0686
11 N -1.420 -2.466 0.053  0.6097
12 C 0.134 -1.122 4.148  0.0388
13 C 0.733 -0.931 5.381  -0.5559
14 C 0.150 -0.043 6.267  -0.7129
15 C -1.050 0.553 5.906  -0.8997
16 C -1.587 0.275 4.661  -0.1269
17 N -0.990 -0.513 3.765  0.1026
18 H 1.413 -2.525 0.154  -0.9090
19 H 1.301 -3.694 1.480  0.8925
20 H 0.096 -5.447 0.344  0.5996
21 H -1.932 -6.181 -0.917  0.4728
22 H -3.606 -4.434 -1.574  0.4841
23 H -3.246 -2.121 -0.851  0.8347
24 H 1.631 -1.483 5.624  0.5568
25 H 0.604 0.163 7.227  0.4514
26 H -1.568 1.219 6.581  0.4828
27 H -2.539 0.700 4.373  0.4145
28 C 2.873 -0.776 -2.453  -0.1995
29 C 3.372 0.099 -1.307  -1.8538
30 P 2.491 0.023 0.341  3.3728
31 C 3.565 -1.170 1.228  0.2552
32 C 3.668 -1.100 2.616  -0.5213
33 C 4.401 -2.036 3.325  -0.9638
34 C 5.024 -3.080 2.658  -0.8730
35 C 4.926 -3.165 1.277  -0.8581
36 C 4.206 -2.216 0.567  -0.9574
37 C 3.142 1.652 0.897  0.2493
38 C 2.408 2.768 0.490  -0.8062
39 C 2.864 4.045 0.767  -0.5616
40 C 4.048 4.222 1.471  -0.7234
41 C 4.777 3.117 1.883  -0.7843
42 C 4.333 1.834 1.590  -0.3768
43 C 1.534 -0.322 -3.033  -1.9084
44 P 0.019 -0.998 -2.192  2.0851
45 C 0.003 -2.656 -3.020  1.4398
46 C -0.839 -2.965 -4.090  -1.0310
47 C -0.741 -4.187 -4.738  -0.8634
48 C 0.190 -5.129 -4.323  -0.8387
49 C 1.011 -4.848 -3.243  -1.1575
50 C 0.916 -3.624 -2.598  -0.2737
51 C -1.284 -0.190 -3.218  0.8743
52 C -2.599 -0.251 -2.755  0.5865
53 C -3.657 0.204 -3.525  -0.8721
54 C -3.412 0.786 -4.761  -0.7675
55 C -2.108 0.899 -5.211  -1.0209
56 C -1.053 0.397 -4.458  -0.9263
57 H 2.827 -1.828 -2.162  -0.1842
58 H 3.618 -0.719 -3.250  0.5291
59 H 3.327 1.141 -1.621  0.8387
60 H 4.416 -0.129 -1.086  0.7794
61 H 3.169 -0.301 3.153  0.3783
62 H 4.478 -1.959 4.401  0.4351
63 H 5.578 -3.825 3.211  0.4081
64 H 5.416 -3.972 0.749  0.4590
65 H 4.156 -2.301 -0.512  0.2898
66 H 1.474 2.628 -0.043  0.2327
67 H 2.295 4.904 0.435  0.4974
68 H 4.407 5.220 1.687  0.4281
69 H 5.702 3.254 2.428  0.4670
70 H 4.923 0.983 1.904  0.4107
71 H 1.476 -0.638 -4.074  0.7645
72 H 1.456 0.768 -2.991  0.7105
73 H -1.575 -2.249 -4.424  0.4318
74 H -1.387 -4.396 -5.581  0.4838
75 H 0.270 -6.077 -4.838  0.4045
76 H 1.733 -5.581 -2.904  0.4915
77 H 1.570 -3.430 -1.758  0.0434
78 H -2.789 -0.633 -1.761  -0.4291
79 H -4.673 0.115 -3.160  0.4631
80 H -4.231 1.157 -5.363  0.4262
81 H -1.901 1.367 -6.165  0.4695
82 H -0.055 0.467 -4.866  0.3790
83 B -2.408 2.664 2.008  0.1472
84 N -3.158 1.292 1.973  -0.1097
85 C -4.429 1.154 2.353  -0.3982
86 C -4.847 -0.144 2.097  -1.6018
87 C -3.735 -0.759 1.550  -0.5724
88 N -2.716 0.114 1.461  0.7424
89 N -1.009 2.534 2.683  0.1668
90 C -0.526 3.429 3.544  -0.4202
91 C 0.780 3.093 3.867  -2.0189
92 C 1.024 1.940 3.143  -0.3823
93 N -0.053 1.608 2.416  1.1705
94 H -3.065 3.394 2.691  -0.1754
95 H -2.275 3.081 0.901  -0.3252
96 H -4.970 1.976 2.788  0.5322
97 H -5.815 -0.573 2.287  0.5297
98 H -3.620 -1.784 1.246  0.8040
99 H -1.125 4.258 3.879  0.5941
100 H 1.453 3.619 4.522  0.5773
101 H 1.912 1.336 3.136  0.6474
102 N -4.301 7.255 -4.487  -0.4948
103 C -3.738 6.427 -3.923  -0.1356
104 C -3.050 5.383 -3.226  0.5791
105 C -1.720 5.095 -3.529  -0.9526
106 C -1.066 4.078 -2.861  -0.1056
107 C -1.730 3.337 -1.884  0.1866
108 C -3.061 3.641 -1.576  -0.0863
109 C -3.720 4.651 -2.244  -1.0561
110 C -1.103 2.282 -1.159  0.5785
111 C -0.624 1.380 -0.496  0.2111
112 H -1.207 5.673 -4.285  0.4867
113 H -0.033 3.853 -3.094  0.5398
114 H -3.561 3.083 -0.796  0.5715
115 H -4.752 4.883 -2.016  0.4913

Summary:
Orbital gap = 0.2842 Ha
Charge = +1
Multiplicity = 1
Energy relative to the best compared isomer or geometry (same formula, charge and spin) = 0.0000 eV
Calculated total energy = -91304.182 eV
HOMO = -10.55 eV